w.
# C4H14O2S

3 unconnected molecules or ions with the total composition C4H14O2S (the ωB97M-V functional and the def2-TZVPD basis, OMol25).

Structure (XYZ):
```
21
Properties=species:S:1:pos:R:3:nbo_charge:R:1
C 0.568 -1.283 2.607 -0.6226
C -0.198 -1.441 1.250 -0.4276
C -0.336 -0.106 0.583 -0.4661
S -1.126 -0.176 -1.152 0.1512
C -1.706 1.540 -1.045 -0.7884
H 0.039 -0.492 3.162 0.2015
H 1.540 -0.782 2.753 0.2124
H 0.681 -2.241 3.134 0.2156
H 0.341 -2.255 0.761 0.2167
H -1.206 -1.706 1.525 0.2117
H -0.969 0.634 1.071 0.2126
H 0.627 0.335 0.327 0.2064
H -2.086 2.304 -1.732 0.2743
H -0.799 2.160 -0.769 0.1985
H -2.296 1.553 -0.108 0.1968
O -2.513 3.522 -3.443 -0.9334
H -2.140 4.033 -4.170 0.4744
H -2.688 4.180 -2.780 0.4659
O 4.808 -3.588 -0.484 -0.9431
H 5.315 -3.262 -1.234 0.4717
H 4.146 -2.927 -0.256 0.4715
```

Computed properties:
* HOMO-LUMO gap: 8.90 eV
* E_HOMO: -8.29 eV
* multiplicity: 1
* LUMO level: 0.6 eV
* SMILES: CCCSC.O.O

=====

x.
# C4H14O2S

3 unconnected molecules or ions with the total composition C4H14O2S (the ωB97M-V functional and the def2-TZVPD basis, OMol25).

Structure (XYZ):
```
21
Properties=species:S:1:pos:R:3:nbo_charge:R:1
C 2.101 0.745 -0.783 -0.6154
C 1.582 0.610 0.658 -0.3923
C -0.047 0.452 0.581 -0.4108
C -0.739 -0.767 1.067 -0.5206
S -0.436 -1.210 2.836 -0.0653
H 2.811 0.039 -1.024 0.2045
H 1.377 0.658 -1.598 0.1982
H 2.655 1.673 -0.860 0.2117
H 1.904 1.332 1.283 0.1982
H 1.877 -0.381 1.211 0.2013
H -0.482 0.605 -0.523 0.2291
H -0.325 1.238 1.318 0.1960
H -0.458 -1.551 0.333 0.2089
H -1.839 -0.798 0.816 0.2302
H -0.145 -0.023 3.386 0.1227
O -1.374 -1.394 -2.483 -0.9383
H -1.451 -1.285 -3.428 0.4730
H -0.527 -1.683 -2.266 0.4678
O -0.452 2.476 -3.227 -0.9373
H -0.068 1.754 -3.610 0.4617
H -1.128 2.893 -3.876 0.4767
```

Computed properties:
* HOMO-LUMO gap: 9.19 eV
* E_HOMO: -8.83 eV
* multiplicity: 1
* LUMO level: 0.4 eV
* SMILES: CCCCS.O.O

=====

w is favored, and the nearest alternative lies 8.3 kcal/mol above it.

=====

w.
# CH4N2OS2

CH4N2OS2 in the gas phase (the ωB97M-V functional and the def2-TZVPD basis, OMol25).

Structure (XYZ):
```
10
Properties=species:S:1:pos:R:3:nbo_charge:R:1
O -0.709 1.708 -0.079 -0.5169
N 0.562 1.159 0.043 -0.3208
C 0.891 -0.175 -0.094 0.2337
S 2.451 -0.739 -0.027 -0.2250
N -0.105 -1.128 -0.294 -0.7682
S -1.817 -1.004 -0.042 0.1752
H -0.973 1.435 -0.967 0.4723
H 1.273 1.848 0.294 0.4099
H 0.243 -2.088 -0.162 0.4294
H -1.816 -1.016 1.329 0.1103
```

Computed properties:
* HOMO-LUMO gap: 9.17 eV
* E_HOMO: -8.64 eV
* multiplicity: 1
* LUMO level: 0.5 eV
* SMILES: ONC(=S)NS

=====

x.
# CH4N2OS2

CH4N2OS2 in the gas phase (the ωB97M-V functional and the def2-TZVPD basis, OMol25).

Structure (XYZ):
```
10
Properties=species:S:1:pos:R:3:nbo_charge:R:1
O 1.573 1.837 -0.009 -0.5387
N 0.378 1.131 0.043 -0.2947
C 0.337 -0.183 0.002 0.2700
S 1.746 -1.141 -0.001 -0.3203
N -0.852 -0.728 0.007 -0.7393
S -2.349 0.028 -0.081 0.1894
H 2.261 1.121 0.056 0.4927
H -0.364 1.742 -0.272 0.4063
H -0.903 -1.724 0.025 0.4271
H -2.630 0.241 1.213 0.1075
```

Computed properties:
* HOMO-LUMO gap: 9.19 eV
* E_HOMO: -8.77 eV
* multiplicity: 1
* LUMO level: 0.4 eV
* SMILES: ONC(=S)NS

=====

y.
# CH4N2OS2

CH4N2OS2 in the gas phase (the ωB97M-V functional and the def2-TZVPD basis, OMol25).

Structure (XYZ):
```
10
Properties=species:S:1:pos:R:3:nbo_charge:R:1
O 0.139 -1.878 -0.614 -0.5843
C 0.035 -0.776 -0.134 0.7821
N -0.228 -0.564 1.238 -0.8127
S -0.688 0.846 1.969 0.1965
N 0.134 0.448 -0.791 -0.8340
S 0.905 0.634 -2.291 0.2087
H -0.293 -1.349 1.859 0.4144
H 0.502 1.386 2.387 0.0994
H -0.516 1.224 -0.465 0.4252
H 0.009 0.029 -3.158 0.1047
```

Computed properties:
* HOMO-LUMO gap: 10.15 eV
* E_HOMO: -9.61 eV
* multiplicity: 1
* LUMO level: 0.5 eV
* SMILES: O=C(NS)NS

=====

y is favored, and the nearest alternative lies 32.5 kcal/mol above it.

=====

w.
# C2H7S2

2 unconnected molecules or ions with the total composition C2H7S2 (the ωB97M-V functional and the def2-TZVPD basis, OMol25).

Structure (XYZ):
```
11
Properties=species:S:1:pos:R:3:nbo_charge:R:1
C -0.613 0.315 1.336 -0.7559
S 0.945 1.201 0.983 0.0873
C 1.226 0.611 -0.726 -0.7471
H -0.471 -0.780 1.196 0.2705
H -1.365 0.609 0.564 0.2344
H -0.894 0.671 2.326 0.1948
H 2.068 1.147 -1.150 0.1977
H 1.355 -0.445 -0.777 0.2481
H 0.294 0.771 -1.316 0.2380
S -0.919 -1.482 -1.103 -1.0629
H -1.626 -2.618 -1.333 0.0951
```

Computed properties:
* HOMO-LUMO gap: 6.30 eV
* E_HOMO: -2.79 eV
* net charge: -1
* multiplicity: 1
* LUMO level: 3.5 eV

=====

x.
# C2H7S2

A molecular structure, C2H7S2 (the ωB97M-V functional and the def2-TZVPD basis, OMol25).

Structure (XYZ):
```
11
Properties=species:S:1:pos:R:3:nbo_charge:R:1
C 0.189 1.278 -1.562 -0.7432
S 1.430 0.930 -0.246 -0.4717
H 0.488 2.282 -1.956 0.1993
H 0.234 0.439 -2.311 0.1951
H -0.822 1.196 -1.145 0.1970
C -0.509 -1.050 1.559 -0.7679
S -0.261 -1.654 -0.080 -0.3473
H -1.282 -1.710 2.098 0.1919
H 0.432 -1.140 2.222 0.1871
H -0.747 0.044 1.573 0.2102
H 0.847 -0.616 -0.151 0.1495
```

Computed properties:
* HOMO-LUMO gap: 6.63 eV
* E_HOMO: -2.71 eV
* net charge: -1
* multiplicity: 1
* LUMO level: 3.9 eV

=====

y.
# C2H7S2

2 unconnected molecules or ions with the total composition C2H7S2 (the ωB97M-V functional and the def2-TZVPD basis, OMol25).

Structure (XYZ):
```
11
Properties=species:S:1:pos:R:3:nbo_charge:R:1
S -2.396 0.018 -0.957 -1.0235
H -3.374 0.968 -1.142 0.1000
C 0.591 0.151 1.153 -0.6388
C 0.914 -0.682 -0.062 -0.5071
S 1.106 0.337 -1.575 -0.1944
H 1.345 0.900 1.420 0.1903
H -0.352 0.723 1.018 0.2577
H 0.393 -0.442 2.083 0.1893
H 0.150 -1.433 -0.274 0.2281
H 1.856 -1.248 0.029 0.1941
H -0.234 0.708 -1.692 0.2044
```

Computed properties:
* HOMO-LUMO gap: 6.58 eV
* E_HOMO: -2.93 eV
* net charge: -1
* multiplicity: 1
* LUMO level: 3.7 eV

=====

y is favored, and the nearest alternative lies 11.2 kcal/mol above it.

=====

w.
# C3H3BrO2S

A molecular structure, C3H3BrO2S (the ωB97M-V functional and the def2-TZVPD basis, OMol25).

Structure (XYZ):
```
10
Properties=species:S:1:pos:R:3:nbo_charge:R:1
C -2.287 -0.180 1.236 -0.0081
C -2.334 0.397 0.185 -0.4071
C 1.126 1.140 -0.597 0.0276
O -0.192 1.488 -0.873 -0.8303
O -2.744 2.669 -1.015 -0.7431
S -2.317 1.342 -1.277 1.5812
Br 1.196 -0.025 1.123 -0.2585
H -2.054 -0.596 2.171 0.2491
H 1.732 1.882 -0.141 0.2063
H 1.459 0.411 -1.294 0.1830
```

Computed properties:
* HOMO-LUMO gap (spin up / spin down): 6.92 / 6.92 eV
* E_HOMO (spin up / spin down): -9.37 / -9.37 eV
* multiplicity: 1
* LUMO level (spin up / spin down): -2.5 / -2.5 eV

=====

x.
# C3H3BrO2S

2 unconnected molecules or ions with the total composition C3H3BrO2S (the ωB97M-V functional and the def2-TZVPD basis, OMol25).

Structure (XYZ):
```
10
Properties=species:S:1:pos:R:3:nbo_charge:R:1
C 0.185 1.024 -1.176 0.0220
C 1.246 0.864 -0.426 -0.3913
C -1.612 -0.418 -0.098 -0.6625
O -1.300 -1.915 2.072 -0.8496
O 0.468 -2.034 0.359 -0.8545
S -0.668 -1.355 0.928 1.9651
Br 2.825 1.801 -0.766 0.1022
H -0.021 1.631 -1.959 0.1906
H 1.289 0.243 0.495 0.2447
H -2.413 0.158 0.572 0.2333
```

Computed properties:
* HOMO-LUMO gap (spin up / spin down): 7.88 / 7.78 eV
* E_HOMO (spin up / spin down): -9.92 / -9.89 eV
* multiplicity: 1
* LUMO level (spin up / spin down): -2.0 / -2.1 eV

=====

w is favored, and the nearest alternative lies 38.4 kcal/mol above it.

=====

w.
# C6H8N2S

C6H8N2S in the gas phase (the ωB97M-V functional and the def2-TZVPD basis, OMol25).

Structure (XYZ):
```
17
Properties=species:S:1:pos:R:3:nbo_charge:R:1
C 1.242 -1.708 0.566 -0.6493
C 0.916 -0.387 -0.011 0.1329
N -0.403 0.161 0.105 -0.1892
C -0.765 1.404 -0.080 -0.0409
C -2.099 1.489 0.365 -0.3378
C -2.447 0.139 0.610 -0.0474
N -1.394 -0.626 0.443 -0.2962
C 1.709 0.076 -1.303 -0.5327
S 2.115 1.021 0.106 0.1369
H 0.263 -2.115 0.565 0.2657
H 1.640 -1.467 1.546 0.2310
H 2.002 -2.110 -0.034 0.2231
H -0.040 2.027 -0.568 0.2324
H -2.740 2.286 0.508 0.2224
H -3.458 -0.197 0.946 0.2132
H 2.339 -0.647 -1.771 0.2214
H 1.121 0.656 -1.994 0.2145
```

Computed properties:
* HOMO-LUMO gap: 9.54 eV
* E_HOMO: -8.84 eV
* multiplicity: 1
* LUMO level: 0.7 eV
* SMILES: C[C@]1(n2cccn2)CS1

=====

x.
# C6H8N2S

C6H8N2S in the gas phase (the ωB97M-V functional and the def2-TZVPD basis, OMol25).

Structure (XYZ):
```
17
Properties=species:S:1:pos:R:3:nbo_charge:R:1
C 0.466 0.736 -2.826 0.1768
C -0.045 -0.706 0.641 -0.0897
C -0.510 -0.358 1.889 -0.1895
C 0.424 0.283 -0.427 -0.4973
C 0.501 -0.213 -1.835 0.0650
C -0.523 1.110 2.341 -0.6470
N 0.546 1.610 -3.565 -0.3004
N 0.344 -1.530 -2.025 -0.7531
S -1.025 -1.498 3.080 0.0597
H -0.088 -1.686 0.209 0.1871
H -0.409 1.057 -0.457 0.2556
H 1.386 0.823 0.012 0.2541
H 0.212 1.558 1.835 0.2027
H -0.423 1.297 3.405 0.2349
H -1.393 1.585 2.112 0.2237
H 0.131 -1.751 -2.995 0.4026
H 0.405 -2.318 -1.395 0.4149
```

Computed properties:
* HOMO-LUMO gap (spin up / spin down): 8.98 / 5.33 eV
* E_HOMO (spin up / spin down): -9.07 / -7.36 eV
* multiplicity: 1
* LUMO level (spin up / spin down): -0.1 / -2.0 eV

=====

w is favored, and the nearest alternative lies 37.6 kcal/mol above it.

=====

w.
# C4H26N2O10

9 unconnected molecules or ions with the total composition C4H26N2O10 (the ωB97M-V functional and the def2-TZVPD basis, OMol25).

Structure (XYZ):
```
42
Properties=species:S:1:pos:R:3:nbo_charge:R:1
N -1.511 -0.563 -0.328 -0.8659
C -1.014 -0.943 1.029 -0.2197
C 0.107 -2.010 0.964 -0.4646
C 1.427 -1.404 1.426 -0.2145
N 2.233 -0.606 0.434 -0.7139
C 1.823 0.747 0.340 0.8936
O 0.946 1.216 -0.338 -0.6162
O 2.673 1.627 0.912 -0.6944
H -1.582 -1.368 -0.945 0.3494
H -0.767 -0.007 -0.745 0.3593
H -1.943 -1.206 1.533 0.1897
H -0.623 -0.023 1.455 0.1873
H 0.034 -2.835 1.684 0.2450
H 0.215 -2.393 -0.049 0.2245
H 2.199 -2.167 1.626 0.2096
H 1.216 -0.797 2.308 0.2109
H 2.137 -0.960 -0.516 0.4009
H 3.269 1.308 1.596 0.5086
O 2.584 -0.720 -3.863 -0.9602
H 2.801 -0.307 -3.019 0.4712
H 1.732 -0.322 -4.101 0.4993
O -0.579 3.603 1.140 -0.9410
H -1.117 3.243 0.415 0.4677
H 0.091 2.909 1.215 0.4574
O 1.049 1.304 3.715 -0.9311
H 0.407 1.994 3.949 0.4783
H 1.121 1.561 2.785 0.4549
O 0.053 -0.011 -3.424 -0.9660
H -0.470 0.100 -2.627 0.4975
H -0.408 0.367 -4.171 0.4814
O 1.942 -2.790 -2.302 -0.9787
H 1.989 -2.321 -3.168 0.5001
H 2.879 -2.960 -2.157 0.4615
O -2.987 3.706 0.214 -0.9499
H -2.238 4.214 -0.094 0.4599
H -3.117 2.991 -0.431 0.4873
O -2.894 1.694 -1.709 -0.9556
H -3.228 0.987 -1.135 0.4958
H -3.404 1.481 -2.509 0.4746
O -2.139 -3.088 3.015 -0.9387
H -2.102 -2.285 3.544 0.4742
H -2.802 -2.966 2.331 0.4707
```

Computed properties:
* HOMO-LUMO gap: 9.83 eV
* E_HOMO: -9.76 eV
* multiplicity: 1
* LUMO level: 0.1 eV
* SMILES: NCCCNC(=O)O.O.O.O.O.O.O.O.O

=====

x.
# C4H26N2O10

9 unconnected molecules or ions with the total composition C4H26N2O10 (the ωB97M-V functional and the def2-TZVPD basis, OMol25).

Structure (XYZ):
```
42
Properties=species:S:1:pos:R:3:nbo_charge:R:1
C 0.960 -2.255 2.267 -0.4162
N 1.151 -1.104 1.342 -0.6887
C -0.083 -0.719 0.671 -0.3659
C -0.349 0.764 0.917 0.7159
O -1.198 1.152 1.703 -0.6422
N 0.280 1.736 0.130 -0.6949
C 1.563 1.548 -0.543 0.0910
O 1.404 0.803 -1.728 -0.7840
H 0.171 -2.022 2.996 0.2033
H 0.673 -3.171 1.744 0.1827
H 1.950 -2.449 2.825 0.2101
H 1.874 -1.307 0.666 0.3988
H -0.085 -0.911 -0.421 0.1989
H -0.966 -1.279 1.134 0.2785
H -0.012 2.745 0.365 0.4323
H 2.266 0.935 0.118 0.1904
H 2.026 2.527 -0.844 0.1965
H 0.480 0.758 -2.026 0.5114
O -0.992 0.184 -2.758 -1.0022
H -1.171 0.358 -3.651 0.4907
H -0.701 -0.775 -2.689 0.5219
O 2.546 1.532 2.371 -0.9942
H 2.390 0.543 2.099 0.4726
H 2.012 1.625 3.157 0.4951
O 2.144 -1.761 -1.399 -1.0141
H 1.942 -0.747 -1.568 0.5104
H 2.980 -1.910 -1.866 0.4899
O -3.071 -0.825 0.788 -1.0102
H -2.945 -0.127 1.437 0.4795
H -3.349 -0.399 -0.068 0.5010
O -3.390 0.433 -1.587 -0.9773
H -2.558 0.200 -1.981 0.4832
H -3.296 1.361 -1.403 0.4956
O -0.136 -2.351 -2.686 -0.9761
H -0.651 -2.989 -2.214 0.4896
H 0.711 -2.228 -2.222 0.5090
O -2.005 2.739 -1.760 -0.9563
H -1.238 2.142 -1.570 0.4879
H -1.956 2.880 -2.740 0.4736
O 0.468 0.858 3.951 -0.9420
H -0.303 1.329 3.768 0.4833
H 0.463 0.177 3.275 0.4711
```

Computed properties:
* HOMO-LUMO gap: 9.46 eV
* E_HOMO: -9.50 eV
* multiplicity: 1
* LUMO level: 0.0 eV
* SMILES: CNCC(=O)NCO.O.O.O.O.O.O.O.O

=====

x is favored, and the nearest alternative lies 26.8 kcal/mol above it.

=====

w.
# C2H4NO2

2 unconnected molecules or ions with the total composition C2H4NO2 (the ωB97M-V functional and the def2-TZVPD basis, OMol25).

Structure (XYZ):
```
9
Properties=species:S:1:pos:R:3:nbo_charge:R:1
C 2.449 0.116 -0.122 1.0725
C -1.292 -0.844 -0.645 0.2230
N -1.319 0.123 0.424 -0.8220
O 3.605 0.108 -0.247 -0.4238
O 1.362 -0.003 0.150 -0.6093
H -1.335 -0.298 -1.675 0.1573
H -1.585 -0.342 1.284 0.4605
H -1.562 1.187 0.485 0.4602
H -0.324 -0.046 0.346 0.4817
```

Computed properties:
* HOMO-LUMO gap: 9.26 eV
* E_HOMO: -15.92 eV
* net charge: +1
* multiplicity: 1
* LUMO level: -6.7 eV

=====

x.
# C2H4NO2

A gas-phase ion, C2H4NO2 (charge +1) (the ωB97M-V functional and the def2-TZVPD basis, OMol25).

Structure (XYZ):
```
9
Properties=species:S:1:pos:R:3:nbo_charge:R:1
C 0.458 -0.122 0.901 -0.7307
C 0.075 0.415 -0.350 0.2150
O -1.301 0.799 -0.699 -0.1581
N -0.720 -0.277 -1.175 0.5309
O -1.041 -1.241 -1.751 -0.0272
H 0.211 -1.176 0.985 0.2728
H -0.115 0.322 1.655 0.2972
H 1.578 0.093 1.273 0.3099
H 0.854 1.186 -0.839 0.2902
```

Computed properties:
* HOMO-LUMO gap: 10.95 eV
* E_HOMO: -18.64 eV
* net charge: +1
* multiplicity: 1
* LUMO level: -7.7 eV
* SMILES: C[C@@H]1O[N+]1=O

=====

w is favored, and the nearest alternative lies 56.1 kcal/mol above it.

=====

w.
# FHN2O3

2 unconnected molecules or ions with the total composition FHN2O3 (the ωB97M-V functional and the def2-TZVPD basis, OMol25).

Structure (XYZ):
```
7
Properties=species:S:1:pos:R:3:nbo_charge:R:1
N -0.025 -0.463 0.618 0.3181
N 1.007 0.276 -0.081 0.5762
O 0.930 1.428 0.101 -0.2667
O 1.858 -0.399 -0.657 -0.3419
O -1.415 0.504 -0.226 -0.5808
F -0.221 -1.617 -0.001 -0.1526
H -2.134 0.272 0.246 0.4478
```

Computed properties:
* HOMO-LUMO gap (spin up / spin down): 9.73 / 9.75 eV
* E_HOMO (spin up / spin down): -12.05 / -12.02 eV
* multiplicity: 1
* LUMO level (spin up / spin down): -2.3 / -2.3 eV

=====

x.
# FHN2O3

2 unconnected molecules or ions with the total composition FHN2O3 (the ωB97M-V functional and the def2-TZVPD basis, OMol25).

Structure (XYZ):
```
7
Properties=species:S:1:pos:R:3:nbo_charge:R:1
O -0.306 1.475 1.084 -0.1562
N -0.268 0.305 1.039 0.2539
N -1.226 -0.237 -0.147 0.5550
O -1.743 0.616 -0.722 -0.3197
O -1.182 -1.394 -0.284 -0.3356
F 2.144 0.007 -0.438 -0.5579
H 2.582 -0.772 -0.532 0.5606
```

Computed properties:
* HOMO-LUMO gap: 8.82 eV
* E_HOMO: -10.27 eV
* multiplicity: 1
* LUMO level: -1.5 eV
* SMILES: O=N[N+](=O)[O-].F

=====

x is favored, and the nearest alternative lies 76.2 kcal/mol above it.